Entry 1:
A cluster of 9 separate species, C9H36N18O9 in total in a non-equilibrium geometry, computed with wB97M-V/def2-TZVPD.

**HOMO (alpha / beta)**: -11.2138 / -11.2136 eV
**Net charge**: +1
**Calculated total energy**: -55161.2383 eV
**Spin multiplicity**: 2
**HOMO-LUMO gap (alpha / beta)**: 9.06 / 2.77 eV
**⟨S²⟩**: 0.758

XYZ file:
```
72
Properties=species:S:1:pos:R:3:lowdin_charge:R:1
C 4.70 -1.17 2.06 -0.760
O 3.86 -1.99 1.73 -0.002
N 4.28 0.00 2.37 0.199
N 5.98 -1.22 1.77 0.184
H 3.32 -0.02 2.69 0.083
H 4.89 0.80 2.32 0.136
H 6.27 -2.18 1.91 0.122
H 6.72 -0.58 2.00 0.126
C -4.65 -1.57 -3.10 -0.897
O -4.85 -1.05 -4.14 0.086
N -5.52 -2.07 -2.40 0.194
N -3.53 -1.56 -2.46 0.159
H -6.51 -2.12 -2.55 0.147
H -5.07 -2.51 -1.61 0.119
H -3.43 -1.53 -1.46 0.105
H -2.79 -1.08 -2.97 0.083
C -1.02 -3.85 -2.17 -0.674
O -0.29 -2.96 -2.64 0.081
N -1.21 -5.05 -2.67 0.200
N -1.75 -3.61 -1.10 0.196
H -2.07 -5.55 -2.48 0.129
H -0.57 -5.36 -3.39 0.132
H -2.32 -4.36 -0.73 0.132
H -1.64 -2.70 -0.68 0.105
C -0.87 -0.90 4.17 -0.826
O -1.85 -1.61 4.36 0.016
N 0.37 -1.23 4.41 0.182
N -1.00 0.26 3.68 0.179
H 1.05 -0.54 4.13 0.074
H 0.58 -2.14 4.78 0.124
H -1.94 0.56 3.48 0.132
H -0.21 0.89 3.63 0.081
C -2.48 1.85 -3.17 -0.713
O -1.89 0.80 -3.02 0.017
N -2.21 2.92 -2.46 0.175
N -3.41 2.15 -4.06 0.180
H -2.73 3.77 -2.64 0.114
H -1.65 2.65 -1.67 0.083
H -3.67 1.34 -4.60 0.112
H -3.40 3.12 -4.34 0.117
C 2.95 -3.53 -1.49 -0.697
O 2.59 -4.23 -2.36 0.347
N 2.58 -2.31 -1.26 0.226
N 3.79 -3.86 -0.57 0.232
H 1.76 -1.99 -1.75 0.096
H 3.01 -1.90 -0.44 0.105
H 3.80 -4.79 -0.19 0.154
H 4.09 -3.14 0.08 0.087
C -0.04 0.32 0.04 -0.604
O -0.54 1.45 0.17 -0.029
N -0.22 -0.40 -1.08 0.187
N 1.06 -0.02 0.69 0.199
H -0.86 -0.02 -1.76 0.059
H 0.45 -1.12 -1.33 0.050
H 1.43 0.25 1.59 0.073
H 1.60 -0.80 0.35 0.074
C -0.68 5.09 -0.17 -0.755
O 0.55 5.26 -0.39 -0.008
N -1.58 6.00 -0.27 0.150
N -1.30 4.06 0.33 0.146
H -1.18 6.91 -0.41 0.132
H -2.53 5.69 -0.41 0.117
H -0.76 3.23 0.51 0.047
H -2.23 4.24 0.69 0.124
C 1.97 2.65 3.01 -0.773
O 1.99 1.49 3.42 -0.017
N 2.63 3.68 3.37 0.198
N 1.29 2.93 1.95 0.202
H 2.62 3.67 4.38 0.138
H 2.52 4.53 2.85 0.135
H 0.98 3.89 1.94 0.109
H 0.77 2.20 1.48 0.063
```



Entry 2:
A cluster of 9 separate species, C9H36O9 in total in a non-equilibrium geometry, computed with wB97M-V/def2-TZVPD.

**HOMO**: -10.0445 eV
**Net charge**: 0
**Calculated total energy**: -28342.6369 eV
**HOMO-LUMO gap**: 10.02 eV
**SMILES string**: CC(C)O.CC(C)O.CC(C)O.O.O.O.O.O.O

XYZ file:
```
54
Properties=species:S:1:pos:R:3:lowdin_charge:R:1
C 3.98 4.39 -0.29 -0.061
C 5.07 4.76 0.71 -0.501
C 5.55 3.44 1.43 -0.052
O 6.08 5.43 0.03 -0.038
H 3.07 4.80 0.14 0.071
H 4.02 3.31 -0.47 0.075
H 3.97 5.01 -1.19 0.075
H 4.59 5.38 1.48 0.123
H 6.32 3.62 2.18 0.069
H 5.98 2.74 0.70 0.075
H 4.77 2.90 1.97 0.075
H 5.67 6.27 -0.16 0.090
C -0.35 -0.26 0.32 -0.053
C 0.06 -1.66 -0.03 -0.542
C 1.57 -1.85 -0.18 -0.056
O -0.35 -2.53 0.97 -0.037
H 0.42 0.15 0.97 0.074
H -1.27 -0.17 0.90 0.082
H -0.48 0.35 -0.58 0.082
H -0.40 -1.84 -1.00 0.127
H 2.01 -1.41 0.71 0.081
H 1.85 -1.37 -1.12 0.079
H 1.93 -2.88 -0.30 0.074
H 0.00 -3.41 0.82 0.088
C -6.16 4.44 -1.46 -0.080
C -5.62 4.25 -2.84 -0.511
C -4.54 5.30 -3.06 -0.058
O -5.11 2.94 -3.02 -0.050
H -7.02 3.78 -1.34 0.076
H -6.57 5.44 -1.37 0.081
H -5.52 4.21 -0.60 0.090
H -6.42 4.34 -3.57 0.133
H -4.11 5.31 -4.06 0.077
H -3.67 5.03 -2.45 0.081
H -4.85 6.28 -2.72 0.078
H -5.69 2.28 -2.61 0.083
O -4.31 -6.32 0.04 -0.051
H -3.41 -6.46 0.32 0.024
H -4.45 -6.97 -0.65 0.026
O -2.35 -3.87 5.55 -0.053
H -1.86 -3.95 4.72 0.025
H -2.37 -2.93 5.72 0.026
O 6.61 -5.65 -2.70 -0.054
H 6.66 -4.71 -2.55 0.028
H 5.69 -5.86 -2.58 0.025
O -0.04 -7.76 1.32 -0.053
H 0.12 -8.40 0.63 0.025
H 0.78 -7.71 1.80 0.030
O -1.70 0.70 6.65 -0.054
H -0.96 1.02 7.16 0.028
H -1.94 1.43 6.08 0.027
O 1.88 -6.86 -3.48 -0.054
H 1.85 -7.68 -2.99 0.024
H 1.03 -6.82 -3.93 0.030
```



Entry 3:
A cluster of 9 separate species, C9H36O9 in total in a non-equilibrium geometry, computed with wB97M-V/def2-TZVPD.

**HOMO**: -9.4459 eV
**Net charge**: 0
**Calculated total energy**: -28340.0380 eV
**HOMO-LUMO gap**: 9.41 eV
**SMILES string**: CO.CO.CO.CO.CO.CO.CO.CO.CO

XYZ file:
```
54
Properties=species:S:1:pos:R:3:lowdin_charge:R:1
C -4.56 -0.41 0.16 -0.177
O -4.82 0.19 1.41 -0.118
H -4.00 0.24 -0.52 0.067
H -3.98 -1.33 0.25 0.066
H -5.50 -0.72 -0.31 0.074
H -4.08 0.76 1.65 0.023
C -0.83 -3.93 -0.66 -0.148
O -0.29 -4.73 -1.72 -0.124
H -0.94 -2.90 -1.01 0.069
H -1.79 -4.37 -0.41 0.085
H -0.18 -3.93 0.22 0.056
H 0.55 -4.36 -2.00 0.063
C 3.68 -0.25 -0.99 -0.099
O 2.95 -1.38 -0.50 -0.143
H 4.08 0.34 -0.15 0.090
H 4.51 -0.55 -1.62 0.085
H 2.96 0.38 -1.51 0.060
H 3.60 -1.98 -0.12 0.080
C 2.21 -3.22 2.38 -0.144
O 3.42 -3.93 2.65 -0.117
H 1.61 -3.16 3.29 0.082
H 2.39 -2.20 2.03 0.065
H 1.66 -3.78 1.62 0.070
H 4.13 -3.63 2.09 0.058
C -1.60 -1.25 3.10 -0.143
O -1.65 -1.93 1.86 -0.145
H -1.98 -0.23 2.94 0.058
H -2.16 -1.75 3.88 0.080
H -0.55 -1.11 3.41 0.072
H -0.97 -1.54 1.28 0.022
C -2.70 2.99 1.26 -0.138
O -3.09 2.23 2.39 -0.121
H -2.25 2.35 0.49 0.063
H -3.54 3.51 0.79 0.092
H -1.90 3.68 1.52 0.073
H -2.43 2.31 3.08 0.087
C -0.05 0.24 -0.77 -0.128
O 0.38 -0.61 0.29 -0.150
H 0.13 -0.28 -1.73 0.087
H -1.12 0.42 -0.69 0.072
H 0.52 1.17 -0.80 0.064
H 1.23 -0.99 0.01 0.038
C 0.30 4.21 -0.48 -0.180
O 1.69 4.24 -0.25 -0.112
H 0.06 4.02 -1.53 0.081
H -0.15 3.41 0.10 0.044
H -0.22 5.10 -0.10 0.082
H 2.09 4.97 -0.74 0.077
C 2.31 2.51 -4.02 -0.175
O 1.62 2.11 -5.19 -0.107
H 3.39 2.35 -4.10 0.079
H 2.12 3.56 -3.80 0.076
H 1.97 1.96 -3.13 0.055
H 1.76 1.17 -5.31 0.076
```



Entry 4:
A structure of composition C9H37HgN4O13 in a non-equilibrium geometry, computed with wB97M-V/def2-TZVPD.

**HOMO**: -11.1369 eV
**Net charge**: +1
**Calculated total energy**: -46675.7626 eV
**HOMO-LUMO gap**: 3.84 eV

XYZ file:
```
64
Properties=species:S:1:pos:R:3:lowdin_charge:R:1
Hg -0.01 1.51 3.99 1.381
C -0.17 0.20 1.03 -0.215
O 0.56 0.17 2.22 -0.389
H -0.86 1.06 1.02 0.066
H 0.38 0.36 0.10 0.074
H -0.85 -0.64 0.86 0.070
C -0.27 -4.12 0.85 -0.229
C -0.84 -4.84 -0.38 -0.239
O -1.65 -4.07 -1.23 -0.057
O -1.31 -3.50 1.59 -0.099
H 0.40 -3.28 0.65 0.092
H 0.29 -4.80 1.50 0.122
H -1.52 -5.62 -0.02 0.122
H -0.07 -5.44 -0.87 0.119
H -2.47 -3.83 -0.79 0.061
H -1.83 -2.98 0.95 0.011
C 1.05 4.24 -0.43 -0.220
C 1.00 4.71 -1.88 -0.228
O 0.36 3.72 -2.68 -0.085
O -0.16 4.55 0.26 -0.092
H 1.78 4.86 0.09 0.125
H 1.27 3.18 -0.35 0.109
H 1.99 4.95 -2.27 0.123
H 0.40 5.62 -1.89 0.123
H 0.33 4.01 -3.59 0.089
H -0.96 4.23 -0.17 0.075
C 3.53 -1.99 0.12 -0.218
C 3.09 -1.05 -0.98 -0.211
O 3.69 0.22 -0.75 -0.078
O 4.76 -2.67 -0.17 -0.050
H 2.76 -2.77 0.14 0.109
H 3.54 -1.48 1.08 0.115
H 2.01 -1.02 -1.11 0.113
H 3.36 -1.48 -1.96 0.133
H 4.65 0.13 -0.76 0.110
H 5.25 -2.14 -0.82 0.074
C -1.36 0.39 -3.86 -0.686
O -0.98 -0.76 -4.03 0.038
N -1.07 1.07 -2.70 0.145
N -1.95 1.18 -4.78 0.159
H -0.56 0.75 -1.90 0.072
H -1.59 1.93 -2.67 0.068
H -1.95 0.90 -5.74 0.118
H -2.08 2.15 -4.56 0.090
C -4.15 -1.37 0.15 -0.650
O -3.63 -2.34 0.71 0.016
N -3.44 -0.30 -0.27 0.177
N -5.44 -1.41 -0.25 0.166
H -2.47 -0.26 -0.04 0.056
H -3.87 0.33 -0.92 0.099
H -5.78 -0.88 -1.03 0.104
H -5.95 -2.25 -0.01 0.117
O 2.17 1.03 4.69 -0.102
H 2.73 1.06 3.89 0.058
H 2.66 0.48 5.31 0.096
O 3.05 1.33 1.61 -0.081
H 2.13 1.07 1.78 -0.038
H 3.26 0.94 0.73 -0.002
O 1.13 -1.95 3.90 -0.061
H 0.93 -1.23 3.27 -0.031
H 1.14 -1.54 4.76 0.005
O -1.88 2.97 2.99 -0.090
H -2.75 2.80 2.62 0.077
H -1.80 3.93 3.01 0.072
```



The lowest calculated total energy belongs to which entry? C9H36N18O9